DFT (the ωB97M-V functional and the def2-TZVPD basis) results for a structure of composition C39H42N8O3Sr at a distorted geometry.

The geometry in ORCA input format:
```
! RIJCOSX wB97M-V def2-TZVPD def2/J DEFGRID3
* xyz 0 1
Sr 1.203 -1.417 -0.395
N 3.042 -3.708 -3.080
C 3.843 -2.564 -2.650
C 3.341 -2.081 -1.294
O 2.816 -2.955 -0.532
N 3.399 -0.848 -0.874
C 3.481 0.249 -1.781
C 2.019 0.575 -2.291
O 1.829 1.747 -2.621
O 1.208 -0.400 -2.280
H 2.875 -4.292 -2.267
H 3.534 -4.256 -3.771
H 3.760 -1.777 -3.398
H 4.910 -2.793 -2.518
H 4.090 0.106 -2.681
H 3.826 1.152 -1.279
C -3.838 -0.403 -0.599
C -3.162 -0.118 -1.923
C -3.135 -1.131 -2.888
C -3.912 -2.409 -2.659
C -2.403 -0.959 -4.068
C -2.404 -2.071 -5.094
C -1.733 0.246 -4.300
C -0.826 0.431 -5.492
C -1.913 1.318 -3.418
C -1.331 2.663 -3.760
C -2.607 1.132 -2.218
C -2.786 2.320 -1.299
H -4.926 -0.323 -0.676
H -3.516 0.280 0.182
H -3.598 -1.412 -0.261
H -3.288 -3.183 -2.199
H -4.293 -2.805 -3.599
H -4.768 -2.240 -2.010
H -3.358 -2.082 -5.628
H -2.280 -3.049 -4.626
H -1.620 -1.953 -5.835
H -1.371 0.817 -6.359
H -0.349 -0.503 -5.779
H -0.029 1.131 -5.249
H -0.280 2.687 -3.460
H -1.844 3.477 -3.255
H -1.383 2.855 -4.832
H -3.286 3.129 -1.833
H -1.821 2.701 -0.956
H -3.397 2.092 -0.430
C 1.240 -2.195 5.528
C 1.906 -1.493 4.533
C 1.615 -1.732 3.204
C 0.654 -2.681 2.851
C -0.002 -3.400 3.857
C 0.291 -3.151 5.183
N 0.408 -2.858 1.483
N -0.124 -3.948 1.178
C -0.349 -4.188 -0.178
C -0.637 -5.500 -0.544
C -0.820 -5.797 -1.884
C -0.728 -4.776 -2.815
C -0.470 -3.489 -2.361
N -0.294 -3.201 -1.081
H 1.466 -2.004 6.569
H 2.661 -0.765 4.799
H 2.163 -1.229 2.417
H -0.741 -4.137 3.575
H -0.218 -3.707 5.959
H -0.686 -6.258 0.225
H -1.041 -6.809 -2.194
H -0.852 -4.971 -3.871
H -0.418 -2.646 -3.043
N 1.902 4.359 4.333
C 1.511 5.358 5.191
C 2.168 6.031 6.215
C 1.438 6.983 6.898
C 0.104 7.262 6.565
C -0.546 6.594 5.548
C 0.167 5.614 4.856
N -0.230 4.773 3.840
C 0.814 4.047 3.553
C 0.827 2.959 2.577
C 2.005 2.414 2.070
C 1.928 1.310 1.240
N 0.777 0.728 0.905
C -0.353 1.290 1.341
C -0.379 2.397 2.164
H 2.799 3.909 4.313
H 3.198 5.814 6.467
H 1.905 7.528 7.708
H -0.423 8.023 7.125
H -1.573 6.812 5.289
H 2.972 2.842 2.300
H 2.825 0.862 0.821
H -1.274 0.818 1.018
H -1.308 2.830 2.510
*
```

Results
Energy relative to the best compared isomer or geometry (same formula, charge and spin) (kcal/mol): 32.86
Energy (eV): -60026.343
Kohn-Sham gap (eV): 6.1788
E_HOMO (eV): -7.65

These are the Löwdin partial charges, in e, on atoms 1 to 5:
1. Sr 1.56
2. N 0.01
3. C -0.18
4. C -0.65
5. O -0.23

---

DFT (the ωB97M-V functional and the def2-TZVPD basis) results for a structure of composition C39H43As2ClFeSi2 at a distorted geometry.

The geometry in ORCA input format:
```
! RIJCOSX wB97M-V def2-TZVPD def2/J DEFGRID3
* xyz 1 6
C -2.250 -1.143 3.640
C -2.893 -0.539 2.510
C -2.606 -1.350 1.356
H -3.554 0.316 2.520
C -1.808 -2.448 1.778
C -1.586 -2.336 3.183
H -1.081 -3.081 3.788
H -2.332 -0.835 4.675
H -3.003 -1.196 0.359
H -1.470 -3.252 1.130
Fe -0.799 -0.596 2.157
Si -1.239 -0.830 -3.604
C -0.635 0.812 -4.287
C 0.688 0.917 -4.740
H 1.400 0.090 -4.623
C 1.134 2.082 -5.364
H 2.177 2.148 -5.680
C 0.250 3.140 -5.558
H 0.598 4.050 -6.046
C -1.079 3.029 -5.143
H -1.776 3.854 -5.308
C -1.521 1.876 -4.494
H -2.551 1.795 -4.143
C -0.336 -1.976 -4.833
C -0.901 -2.262 -6.083
H -1.845 -1.783 -6.359
C -0.262 -3.145 -6.961
H -0.700 -3.335 -7.939
C 0.926 -3.786 -6.596
H 1.381 -4.531 -7.252
C 1.535 -3.434 -5.397
H 2.473 -3.898 -5.089
C 0.947 -2.466 -4.576
H 1.504 -2.112 -3.709
H -2.722 -0.943 -3.711
Si 1.773 0.440 -2.004
C 0.863 -1.166 -1.706
C -0.648 -1.253 -1.858
H -1.188 -0.526 -1.241
C -1.273 -2.572 -1.828
H -2.317 -2.695 -2.168
C -0.548 -3.639 -1.371
H -1.042 -4.608 -1.257
C 0.812 -3.536 -1.057
H 1.371 -4.399 -0.680
C 1.506 -2.337 -1.254
H 2.586 -2.303 -1.039
C 0.649 1.860 -1.506
C -0.514 1.639 -0.746
H -0.597 0.745 -0.127
C -1.572 2.534 -0.695
H -2.519 2.198 -0.266
C -1.343 3.831 -1.175
H -2.132 4.578 -1.052
C -0.107 4.148 -1.764
H 0.069 5.176 -2.098
C 0.875 3.180 -1.948
H 1.804 3.436 -2.451
H 3.038 0.528 -1.339
Cl 1.089 -0.404 1.085
C 3.123 -0.669 3.522
As 1.279 -1.164 3.974
C 1.630 -2.813 4.949
C 0.926 0.184 5.389
C 1.417 -0.033 6.670
C 1.165 0.932 7.661
C 0.453 2.093 7.353
C -0.026 2.318 6.050
C 0.198 1.354 5.069
As -0.534 1.582 3.213
C -2.012 2.823 3.438
C 0.793 2.770 2.400
H 3.306 -0.978 2.484
H 3.787 -1.192 4.217
H 3.242 0.417 3.618
H 2.717 -2.907 5.057
H 1.123 -2.751 5.916
H 1.225 -3.620 4.326
H 1.988 -0.940 6.895
H 1.538 0.758 8.666
H 0.268 2.837 8.124
H -0.573 3.235 5.805
H -1.616 3.781 3.792
H -2.479 2.939 2.454
H -2.718 2.396 4.155
H 0.745 3.740 2.904
H 1.789 2.335 2.501
H 0.551 2.886 1.340
*
```

Results
Energy (eV): -225472.803
Kohn-Sham gap (alpha / beta) (eV): 3.0563 / 6.7553
E_HOMO (alpha / beta) (eV): -7.92 / -10.42

These are the Löwdin partial charges, in e, on atoms 1 to 5:
1. C -0.16
2. C -0.15
3. C -0.13
4. H 0.12
5. C -0.10

---

DFT (the ωB97M-V functional and the def2-TZVPD basis) results for a structure of composition C39H43BrGeN9RbS2 at a distorted geometry.

The geometry in ORCA input format:
```
! RIJCOSX wB97M-V def2-TZVPD def2/J DEFGRID3
* xyz 2 1
Rb 0.988 0.785 0.337
C -1.217 -1.400 4.764
C -0.291 -0.929 3.880
N -0.650 -0.622 2.622
C -1.964 -0.597 2.311
C -2.942 -0.997 3.311
N -2.545 -1.380 4.480
C -2.452 0.134 1.106
C -3.651 0.891 1.251
C -4.133 1.573 0.150
C -3.530 1.398 -1.121
C -2.403 0.510 -1.143
N -1.885 -0.072 -0.067
C -1.543 0.475 -2.355
C -1.521 1.620 -3.143
N -0.933 1.740 -4.342
C -0.288 0.629 -4.778
C -0.391 -0.589 -4.143
N -0.908 -0.676 -2.814
C -5.151 2.625 0.188
C -6.150 2.696 1.160
C -6.991 3.785 1.145
N -6.922 4.892 0.353
C -5.853 4.854 -0.461
C -5.053 3.770 -0.624
H -0.946 -1.794 5.762
H 0.829 -0.986 4.098
H -3.979 -1.273 2.986
H -4.138 1.096 2.195
H -3.868 2.061 -1.964
H -1.970 2.545 -2.780
H 0.362 0.857 -5.583
H 0.084 -1.487 -4.530
H -6.471 1.893 1.763
H -7.868 3.749 1.847
H -5.679 5.774 -1.102
H -4.161 3.846 -1.282
C 0.732 5.177 -0.368
C 1.077 4.800 0.995
N 1.370 3.601 1.527
C 1.682 3.712 2.876
C 1.586 4.963 3.423
S 1.017 6.086 2.265
C 2.387 2.589 3.516
C 2.857 2.703 4.841
S 4.072 1.545 5.140
C 3.730 0.849 3.582
N 2.833 1.468 2.871
C 4.507 -0.301 3.111
H 1.487 5.802 -0.884
H -0.183 5.749 -0.341
H 0.492 4.335 -1.058
H 1.907 5.210 4.475
H 2.645 3.455 5.618
H 5.516 -0.246 3.568
H 4.522 -0.305 2.003
H 3.985 -1.274 3.363
C -1.952 -7.176 -1.465
C -1.022 -6.006 -1.864
C -1.676 -5.095 -2.937
C -1.080 -3.742 -3.271
Ge -1.055 -2.393 -1.855
C 0.270 -2.766 -0.450
C 1.748 -2.854 -0.737
C 2.565 -3.146 0.560
C 4.008 -3.401 0.420
H -2.217 -7.070 -0.423
H -1.489 -8.113 -1.533
H -2.875 -7.145 -2.104
H -0.070 -6.391 -2.241
H -0.717 -5.288 -1.037
H -2.690 -4.878 -2.630
H -1.866 -5.673 -3.901
H -1.549 -3.352 -4.181
H -0.002 -3.772 -3.509
H -2.434 -2.460 -1.133
H -0.009 -3.770 -0.142
H 0.044 -2.114 0.334
H 2.040 -1.931 -1.276
H 1.873 -3.678 -1.451
H 2.089 -3.968 1.043
H 2.355 -2.344 1.278
H 4.564 -3.436 1.323
H 4.381 -2.563 -0.231
H 4.325 -4.305 -0.176
Br 7.011 2.813 -3.034
C 5.426 2.163 -2.337
C 5.197 2.317 -0.943
C 4.155 1.549 -0.419
N 3.326 0.784 -1.178
C 3.627 0.626 -2.455
C 4.554 1.441 -3.101
H 5.879 2.884 -0.345
H 3.807 1.537 0.603
H 3.068 -0.155 -3.033
H 4.360 1.560 -4.170
*
```

Results
Energy relative to the best compared isomer or geometry (same formula, charge and spin) (kcal/mol): 19.26
Energy (eV): -203420.627
Kohn-Sham gap (eV): 5.2510
E_HOMO (eV): -12.35

These are the Löwdin partial charges, in e, on atoms 1 to 5:
1. Rb 0.72
2. C -0.08
3. C -0.11
4. N 0.08
5. C -0.18

---

DFT (the ωB97M-V functional and the def2-TZVPD basis) results for a structure of composition C39H43ClIrP2Si2 at a distorted geometry.

The geometry in ORCA input format:
```
! RIJCOSX wB97M-V def2-TZVPD def2/J DEFGRID3
* xyz 1 5
C -1.987 -0.212 1.324
C -2.361 0.283 0.044
C -1.988 -0.696 -0.933
H -2.856 1.233 -0.137
C -1.342 -1.788 -0.259
C -1.338 -1.500 1.137
H -0.940 -2.157 1.904
H -2.173 0.304 2.258
H -2.177 -0.639 -2.000
H -0.931 -2.678 -0.721
Ir -0.038 0.063 0.104
Si 0.779 0.118 -2.215
C -0.127 1.545 -3.101
C 0.558 2.139 -4.166
H 1.550 1.776 -4.432
C -0.021 3.173 -4.904
H 0.534 3.617 -5.730
C -1.304 3.626 -4.592
H -1.763 4.426 -5.172
C -1.992 3.041 -3.530
H -2.988 3.381 -3.252
C -1.408 2.011 -2.792
H -1.979 1.593 -1.967
C 0.159 -1.415 -3.160
C -0.864 -1.272 -4.107
H -1.242 -0.280 -4.363
C -1.448 -2.394 -4.706
H -2.302 -2.256 -5.369
C -0.947 -3.670 -4.441
H -1.399 -4.544 -4.915
C 0.120 -3.816 -3.547
H 0.506 -4.814 -3.326
C 0.676 -2.697 -2.913
H 1.505 -2.822 -2.212
H 2.210 0.165 -2.600
Si 2.769 0.531 -8.042
C 2.051 -1.112 -8.509
C 1.126 -1.215 -9.559
H 0.860 -0.331 -10.146
C 0.522 -2.443 -9.849
H -0.216 -2.507 -10.651
C 0.861 -3.584 -9.113
H 0.384 -4.540 -9.333
C 1.824 -3.496 -8.101
H 2.112 -4.386 -7.539
C 2.425 -2.269 -7.808
H 3.184 -2.213 -7.026
C 1.587 1.849 -8.590
C 0.283 1.905 -8.086
H -0.065 1.157 -7.370
C -0.583 2.928 -8.489
H -1.590 2.975 -8.067
C -0.158 3.888 -9.415
H -0.834 4.693 -9.712
C 1.131 3.807 -9.955
H 1.456 4.544 -10.694
C 2.001 2.792 -9.545
H 3.007 2.720 -9.964
H 4.117 0.744 -8.624
Cl 3.064 0.527 -5.994
C 0.929 2.550 -0.314
P 2.127 1.033 -0.125
C 3.436 2.245 0.585
C 3.074 -0.329 0.929
C 4.272 -0.982 0.625
C 4.916 -1.679 1.657
C 4.348 -1.773 2.932
C 3.112 -1.168 3.199
C 2.496 -0.427 2.191
P 0.884 0.457 2.267
C 0.105 -0.330 3.696
C 1.145 2.133 2.946
H 1.096 2.885 -1.334
H 1.148 3.351 0.387
H -0.134 2.281 -0.203
H 3.260 2.494 1.641
H 4.403 1.734 0.514
H 3.491 3.170 -0.003
H 4.698 -0.952 -0.384
H 5.873 -2.160 1.454
H 4.853 -2.327 3.728
H 2.630 -1.283 4.168
H 0.724 -0.160 4.586
H -0.864 0.160 3.818
H -0.035 -1.407 3.558
H 0.175 2.462 3.333
H 1.522 2.904 2.272
H 1.831 2.021 3.792
*
```

Results
Energy relative to the best compared isomer or geometry (same formula, charge and spin) (kcal/mol): 12.18
Energy (eV): -90825.493
Kohn-Sham gap (alpha / beta) (eV): 6.0215 / 5.5928
E_HOMO (alpha / beta) (eV): -8.53 / -10.86

These are the Löwdin partial charges, in e, on atoms 1 to 5:
1. C -0.21
2. C -0.17
3. C -0.19
4. H 0.12
5. C -0.17

---

DFT (the ωB97M-V functional and the def2-TZVPD basis) results for a structure of composition C39H43GaNO7PS3 at a distorted geometry.

The geometry in ORCA input format:
```
! RIJCOSX wB97M-V def2-TZVPD def2/J DEFGRID3
* xyz -2 1
Ga 1.851 0.234 -0.829
C 2.051 -2.451 2.286
C 2.519 -1.135 2.822
C 2.355 -0.943 4.339
P 1.634 0.212 1.801
C 1.791 1.840 2.618
C 3.220 2.193 2.816
C 0.899 2.242 3.804
C -0.094 -0.274 1.953
C -0.896 -0.287 3.122
C -2.169 -0.748 3.013
C -3.093 -0.645 4.237
C -2.588 -1.383 1.854
C -1.820 -1.507 0.731
C -0.547 -0.856 0.733
N 0.188 -0.978 -0.434
C -0.386 -1.614 -1.575
C -1.287 -0.919 -2.412
C -1.706 0.476 -1.996
C -1.862 -1.498 -3.533
C -1.599 -2.852 -3.857
C -2.103 -3.533 -5.068
C -0.803 -3.558 -2.960
C -0.163 -2.967 -1.851
C 0.611 -3.862 -0.932
H 2.691 -3.166 2.863
H 2.225 -2.536 1.211
H 1.012 -2.682 2.532
H 3.557 -1.075 2.666
H 1.348 -1.219 4.637
H 2.575 0.074 4.612
H 3.063 -1.501 5.011
H 1.396 2.553 1.885
H 3.781 1.554 3.546
H 3.303 3.203 3.145
H 3.778 2.151 1.920
H 0.901 1.666 4.729
H -0.142 2.184 3.500
H 1.157 3.312 3.902
H -0.520 0.228 4.001
H -2.627 -0.077 5.048
H -3.391 -1.626 4.640
H -4.034 -0.237 3.964
H -3.501 -1.967 1.861
H -2.250 -2.134 -0.065
H -0.915 1.169 -2.210
H -2.096 0.452 -0.943
H -2.582 0.746 -2.615
H -2.591 -0.983 -4.165
H -3.126 -3.133 -5.259
H -2.168 -4.615 -4.992
H -1.356 -3.327 -5.850
H -0.706 -4.674 -3.114
H 1.016 -4.734 -1.462
H 0.064 -4.241 -0.081
H 1.458 -3.224 -0.531
O 3.047 -6.022 -5.471
C 2.168 -5.087 -5.957
O 1.509 -5.475 -6.898
C 2.102 -3.755 -5.267
C 1.280 -2.768 -5.769
C 1.139 -1.499 -5.213
C 1.831 -1.173 -3.989
S 1.648 0.407 -3.257
C 2.598 -2.201 -3.394
C 2.722 -3.455 -4.038
H 3.609 -5.545 -4.837
H 0.762 -3.066 -6.672
H 0.553 -0.693 -5.640
H 3.163 -1.996 -2.549
H 3.374 -4.116 -3.468
O 5.314 -0.470 -1.697
S 4.503 -0.298 -0.520
O 3.275 -1.192 -0.608
O 3.719 1.015 -0.484
O 5.228 -0.592 0.736
C -5.545 7.489 3.591
C -4.357 6.570 3.333
O -3.691 6.049 4.201
S -3.986 6.625 1.561
C -2.743 5.459 1.099
C -1.392 5.880 1.096
C -0.384 5.019 0.727
C -0.675 3.736 0.338
C -2.009 3.299 0.322
C -3.063 4.147 0.676
C 0.326 2.904 -0.171
C 0.960 1.990 -0.658
H -5.932 7.241 4.600
H -6.260 7.380 2.832
H -5.108 8.462 3.569
H -1.192 6.894 1.443
H 0.596 5.413 0.659
H -2.300 2.307 -0.033
H -4.110 3.794 0.741
*
```

Results
Energy relative to the best compared isomer or geometry (same formula, charge and spin) (kcal/mol): 30.93
Energy (eV): -151137.566
Kohn-Sham gap (eV): 5.6689
E_HOMO (eV): -2.41

These are the Löwdin partial charges, in e, on atoms 1 to 5:
1. Ga 0.03
2. C -0.12
3. C -0.49
4. C -0.11
5. P 1.14

---

Which value of energy does entry 3 give?
-203420.627 eV